The following is a quantum chemistry calculation of a 17-piece molecular cluster, C68H187N17O17 overall, from the Open Molecules 2025 dataset.

Each line ends with the Löwdin charge.
Atoms and positions in Å:
C (-2.899, 3.214, 0.471)  -0.05
C (-3.580, 2.156, -0.351)  -0.42
C (-5.068, 1.964, -0.024)  -0.18
O (-5.065, 1.665, 1.376)  -0.23
C (-6.314, 1.866, 2.005)  -0.10
N (-3.457, 2.479, -1.777)  0.05
H (-1.883, 3.401, 0.116)  0.06
H (-2.865, 3.043, 1.548)  0.06
H (-3.392, 4.193, 0.416)  0.09
H (-3.067, 1.188, -0.307)  0.12
H (-5.564, 1.176, -0.597)  0.10
H (-5.608, 2.908, -0.176)  0.13
H (-6.672, 2.902, 1.943)  0.09
H (-6.143, 1.718, 3.070)  0.08
H (-7.065, 1.207, 1.560)  0.09
H (-3.956, 3.350, -1.975)  0.09
H (-4.033, 1.828, -2.319)  0.02
C (2.729, 3.832, 5.065)  -0.05
C (4.206, 4.245, 5.249)  -0.41
C (4.869, 3.424, 6.341)  -0.21
O (4.132, 3.598, 7.541)  -0.19
C (4.797, 3.021, 8.632)  -0.12
N (4.803, 3.974, 3.949)  0.04
H (2.698, 2.802, 4.695)  0.07
H (2.207, 4.508, 4.393)  0.07
H (2.199, 3.775, 6.015)  0.05
H (4.198, 5.303, 5.540)  0.14
H (5.873, 3.827, 6.532)  0.13
H (4.983, 2.383, 6.017)  0.12
H (4.133, 3.029, 9.498)  0.09
H (5.721, 3.526, 8.936)  0.09
H (5.034, 1.968, 8.435)  0.09
H (5.769, 4.321, 3.954)  0.09
H (4.419, 4.632, 3.272)  0.08
C (-6.123, -5.678, 1.457)  -0.07
C (-5.599, -5.006, 0.191)  -0.41
C (-5.439, -3.513, 0.464)  -0.20
O (-4.891, -2.880, -0.684)  -0.20
C (-4.448, -1.575, -0.433)  -0.12
N (-4.297, -5.594, -0.165)  0.05
H (-6.412, -6.696, 1.181)  0.08
H (-7.049, -5.261, 1.858)  0.08
H (-5.413, -5.736, 2.284)  0.08
H (-6.387, -5.111, -0.559)  0.14
H (-4.678, -3.343, 1.240)  0.13
H (-6.419, -3.086, 0.705)  0.13
H (-4.094, -1.114, -1.354)  0.06
H (-3.585, -1.590, 0.248)  0.09
H (-5.213, -0.912, -0.017)  0.08
H (-3.959, -5.987, 0.709)  0.08
H (-3.637, -4.851, -0.375)  0.06
C (-1.135, 1.721, -7.472)  -0.05
C (-2.547, 1.923, -6.907)  -0.39
C (-3.577, 1.338, -7.879)  -0.21
O (-3.499, 2.023, -9.111)  -0.18
C (-4.414, 1.548, -10.058)  -0.13
N (-2.701, 1.218, -5.627)  0.05
H (-0.376, 2.344, -6.996)  0.05
H (-1.137, 2.068, -8.511)  0.08
H (-0.782, 0.689, -7.440)  0.07
H (-2.682, 2.997, -6.780)  0.14
H (-4.572, 1.533, -7.452)  0.12
H (-3.511, 0.246, -7.952)  0.13
H (-4.345, 0.483, -10.313)  0.09
H (-4.259, 2.115, -10.974)  0.09
H (-5.449, 1.687, -9.720)  0.09
H (-2.636, 0.207, -5.710)  0.03
H (-1.865, 1.498, -5.112)  0.04
C (1.726, 1.067, 7.525)  -0.04
C (2.483, -0.113, 6.953)  -0.40
C (2.188, -1.441, 7.627)  -0.22
O (2.983, -2.445, 7.056)  -0.19
C (2.977, -3.642, 7.788)  -0.11
N (2.192, -0.179, 5.503)  0.06
H (1.698, 0.930, 8.611)  0.09
H (0.690, 1.029, 7.171)  0.07
H (2.104, 2.048, 7.253)  0.05
H (3.561, 0.053, 7.064)  0.13
H (1.114, -1.667, 7.564)  0.13
H (2.472, -1.305, 8.681)  0.13
H (1.997, -3.910, 8.207)  0.09
H (3.574, -3.609, 8.709)  0.09
H (3.320, -4.423, 7.116)  0.08
H (2.440, -1.110, 5.174)  0.05
H (1.195, -0.129, 5.295)  0.05
C (3.421, -2.941, -2.858)  -0.04
C (3.012, -1.804, -1.914)  -0.43
C (3.253, -2.166, -0.456)  -0.22
O (2.661, -3.382, -0.126)  -0.18
C (2.300, -3.569, 1.231)  -0.08
N (3.783, -0.634, -2.319)  0.04
H (2.895, -3.879, -2.677)  0.07
H (4.498, -3.109, -2.881)  0.09
H (3.058, -2.642, -3.845)  0.07
H (1.943, -1.634, -2.069)  0.11
H (2.849, -1.372, 0.197)  0.11
H (4.334, -2.129, -0.237)  0.13
H (1.403, -2.974, 1.416)  0.08
H (3.188, -3.263, 1.795)  0.08
H (2.118, -4.622, 1.431)  0.08
H (4.766, -0.889, -2.296)  0.09
H (3.654, 0.077, -1.593)  0.05
C (-6.227, -1.388, -3.738)  -0.05
C (-5.956, 0.025, -4.201)  -0.43
C (-7.142, 0.951, -3.967)  -0.19
O (-8.252, 0.481, -4.722)  -0.20
C (-9.509, 0.886, -4.251)  -0.12
N (-4.740, 0.542, -3.567)  0.03
H (-5.426, -2.116, -3.864)  0.07
H (-7.157, -1.758, -4.170)  0.08
H (-6.427, -1.377, -2.658)  0.07
H (-5.798, -0.013, -5.289)  0.13
H (-6.965, 1.991, -4.261)  0.13
H (-7.428, 0.949, -2.906)  0.12
H (-10.252, 0.648, -5.008)  0.09
H (-9.562, 1.895, -3.831)  0.09
H (-9.761, 0.228, -3.400)  0.09
H (-4.125, -0.270, -3.604)  0.05
H (-4.292, 1.194, -4.218)  0.05
C (-0.286, -1.727, -5.342)  -0.05
C (-1.513, -2.089, -6.196)  -0.40
C (-1.305, -3.498, -6.773)  -0.20
O (-2.435, -3.856, -7.548)  -0.17
C (-2.472, -5.205, -7.922)  -0.12
N (-2.693, -2.029, -5.303)  0.06
H (0.615, -2.059, -5.863)  0.08
H (-0.340, -2.204, -4.364)  0.06
H (-0.235, -0.647, -5.199)  0.06
H (-1.669, -1.353, -6.984)  0.11
H (-0.980, -4.165, -5.969)  0.12
H (-0.442, -3.415, -7.446)  0.13
H (-1.882, -5.347, -8.835)  0.09
H (-3.481, -5.567, -8.128)  0.09
H (-2.079, -5.909, -7.184)  0.06
H (-3.469, -2.365, -5.873)  0.08
H (-2.587, -2.730, -4.576)  0.04
C (5.703, 3.065, -0.271)  -0.04
C (4.286, 3.176, 0.271)  -0.43
C (3.280, 3.997, -0.541)  -0.20
O (3.582, 5.361, -0.295)  -0.18
C (2.972, 6.260, -1.188)  -0.11
N (3.837, 1.789, 0.456)  0.06
H (5.625, 2.534, -1.221)  0.06
H (6.302, 2.412, 0.363)  0.06
H (6.114, 4.077, -0.299)  0.08
H (4.161, 3.640, 1.262)  0.11
H (2.242, 3.835, -0.232)  0.11
H (3.409, 3.686, -1.589)  0.12
H (3.340, 7.284, -1.093)  0.09
H (1.890, 6.330, -1.068)  0.07
H (3.255, 6.020, -2.220)  0.09
H (4.325, 1.333, 1.222)  0.03
H (2.866, 1.751, 0.763)  0.04
C (-1.163, -0.299, -1.974)  -0.04
C (-0.297, 0.637, -1.141)  -0.38
C (0.086, 0.000, 0.175)  -0.20
O (0.913, 0.749, 1.034)  -0.19
C (1.134, 0.079, 2.256)  -0.12
N (0.907, 0.902, -1.963)  0.06
H (-1.411, 0.187, -2.916)  0.07
H (-2.066, -0.631, -1.456)  0.05
H (-0.631, -1.225, -2.214)  0.07
H (-0.781, 1.615, -1.075)  0.12
H (0.506, -1.011, 0.076)  0.12
H (-0.906, -0.190, 0.628)  0.12
H (1.497, 0.799, 2.992)  0.07
H (1.899, -0.698, 2.180)  0.07
H (0.229, -0.328, 2.714)  0.06
H (1.471, 0.068, -2.050)  0.03
H (1.479, 1.614, -1.517)  0.07
C (-2.460, 0.300, 3.321)  -0.05
C (-2.204, 0.093, 4.810)  -0.42
C (-3.483, -0.305, 5.558)  -0.19
O (-3.171, -0.661, 6.893)  -0.19
C (-2.809, 0.420, 7.726)  -0.11
N (-1.149, -0.912, 4.996)  0.07
H (-2.678, -0.648, 2.823)  0.08
H (-1.667, 0.834, 2.798)  0.05
H (-3.324, 0.956, 3.159)  0.07
H (-1.905, 1.069, 5.208)  0.11
H (-3.995, -1.120, 5.042)  0.13
H (-4.171, 0.550, 5.534)  0.13
H (-1.807, 0.829, 7.565)  0.06
H (-2.789, 0.017, 8.738)  0.09
H (-3.531, 1.240, 7.703)  0.10
H (-1.350, -1.731, 4.432)  0.07
H (-1.260, -1.160, 5.978)  0.07
C (0.675, -7.665, 4.273)  -0.06
C (1.859, -6.763, 3.954)  -0.43
C (1.901, -5.439, 4.712)  -0.17
O (0.952, -4.555, 4.099)  -0.17
C (1.266, -3.201, 4.161)  -0.16
N (3.106, -7.497, 4.178)  0.03
H (0.860, -8.643, 3.830)  0.07
H (-0.288, -7.300, 3.918)  0.08
H (0.608, -7.781, 5.357)  0.08
H (1.836, -6.499, 2.890)  0.12
H (2.863, -4.928, 4.617)  0.12
H (1.569, -5.560, 5.746)  0.13
H (0.536, -2.551, 3.678)  0.06
H (2.267, -2.887, 3.850)  0.08
H (1.170, -2.787, 5.175)  0.07
H (3.319, -8.110, 3.405)  0.07
H (3.934, -6.959, 4.384)  0.06
C (2.704, 0.701, -5.814)  -0.06
C (4.217, 0.792, -5.795)  -0.41
C (4.662, 2.007, -4.957)  -0.23
O (6.010, 2.278, -5.187)  -0.19
C (6.575, 3.365, -4.494)  -0.10
N (4.755, -0.439, -5.180)  0.03
H (2.351, 0.622, -4.783)  0.07
H (2.304, -0.187, -6.309)  0.07
H (2.293, 1.553, -6.358)  0.07
H (4.733, 0.936, -6.749)  0.14
H (4.432, 1.886, -3.889)  0.12
H (4.078, 2.871, -5.332)  0.11
H (6.354, 4.282, -5.050)  0.09
H (7.653, 3.219, -4.468)  0.09
H (6.207, 3.415, -3.466)  0.07
H (5.664, -0.241, -4.774)  0.06
H (4.127, -0.642, -4.398)  0.01
C (5.640, -1.287, 2.700)  -0.05
C (5.544, -0.170, 3.738)  -0.41
C (6.834, 0.639, 3.669)  -0.23
O (7.895, -0.044, 4.273)  -0.16
C (8.990, 0.779, 4.557)  -0.12
N (4.385, 0.690, 3.423)  0.05
H (5.543, -0.846, 1.706)  0.07
H (4.813, -2.001, 2.739)  0.05
H (6.577, -1.798, 2.924)  0.08
H (5.345, -0.565, 4.739)  0.14
H (6.626, 1.597, 4.174)  0.11
H (7.025, 0.970, 2.638)  0.13
H (9.374, 1.382, 3.727)  0.09
H (9.835, 0.174, 4.885)  0.09
H (8.751, 1.475, 5.371)  0.09
H (3.622, 0.449, 4.069)  0.02
H (4.458, 1.636, 3.807)  0.03
C (-2.477, -7.167, -4.626)  -0.07
C (-2.811, -6.558, -3.274)  -0.44
C (-2.741, -4.994, -3.351)  -0.18
O (-1.455, -4.414, -3.180)  -0.21
C (-0.964, -4.473, -1.856)  -0.09
N (-4.062, -7.066, -2.742)  0.04
H (-1.449, -6.903, -4.881)  0.08
H (-3.119, -6.838, -5.446)  0.06
H (-2.608, -8.249, -4.564)  0.08
H (-1.984, -6.823, -2.609)  0.12
H (-3.365, -4.661, -2.517)  0.10
H (-3.130, -4.676, -4.318)  0.11
H (0.035, -4.033, -1.881)  0.08
H (-0.895, -5.486, -1.460)  0.09
H (-1.557, -3.794, -1.229)  0.08
H (-4.839, -6.756, -3.327)  0.07
H (-4.252, -6.562, -1.859)  0.02
C (-0.038, 4.893, -2.505)  -0.05
C (-0.323, 4.182, -3.826)  -0.42
C (0.897, 4.307, -4.756)  -0.20
O (1.248, 5.672, -4.872)  -0.20
C (2.296, 5.919, -5.786)  -0.10
N (-0.664, 2.795, -3.654)  0.06
H (-0.905, 4.855, -1.840)  0.07
H (0.220, 5.942, -2.642)  0.07
H (0.786, 4.341, -2.043)  0.06
H (-1.117, 4.749, -4.324)  0.14
H (0.646, 3.841, -5.715)  0.10
H (1.791, 3.787, -4.381)  0.12
H (3.269, 5.567, -5.421)  0.07
H (2.281, 6.988, -5.972)  0.09
H (2.131, 5.326, -6.694)  0.09
H (-1.471, 2.711, -3.043)  0.04
H (0.118, 2.327, -3.200)  0.03
C (-0.923, 3.933, 6.640)  -0.05
C (-1.493, 4.881, 5.635)  -0.44
C (-1.495, 4.246, 4.237)  -0.18
O (-0.147, 4.208, 3.799)  -0.20
C (0.123, 3.566, 2.578)  -0.09
N (-2.855, 5.342, 6.012)  0.03
H (-1.538, 3.029, 6.700)  0.06
H (-0.985, 4.411, 7.622)  0.09
H (0.102, 3.656, 6.412)  0.06
H (-0.907, 5.807, 5.575)  0.14
H (-2.085, 4.806, 3.506)  0.13
H (-1.889, 3.228, 4.340)  0.11
H (-0.300, 2.560, 2.485)  0.07
H (1.209, 3.572, 2.502)  0.08
H (-0.316, 4.096, 1.721)  0.08
H (-2.946, 6.271, 5.604)  0.07
H (-2.751, 5.621, 6.990)  0.06

Forces on atoms 1 to 3 (eV/Å):
C 0.2596 0.8153 0.6223
C -0.7314 -0.4078 -1.5552
C 0.9076 0.3812 1.5094

E = -4912.6410 a.u.
ΔE to the lowest compared entry with this formula, charge and spin = 13.5 kcal/mol
HOMO level = -8.3 eV
LUMO level = 0.16 eV